1) Entry from the Open Molecules 2025 dataset: an isolated ion of composition C7H12N5 and charge +1 (wB97M-V/def2-TZVPD).

Computed properties:
Gap between HOMO and LUMO   9.4120 eV
LUMO   -4.04 eV

```
! RIJCOSX wB97M-V def2-TZVPD def2/J DEFGRID3
* xyz 1 1
C -0.559 -2.505 1.355
C -0.416 -2.409 0.081
C -0.070 -1.648 -1.101
C 0.373 0.188 0.198
C 0.137 -2.283 -2.417
C 1.886 0.966 1.922
C -1.832 0.922 1.161
N 0.130 -0.427 -0.913
N 0.021 2.793 -1.144
N -0.782 2.368 -0.291
N 1.390 0.085 0.910
N -0.696 1.332 0.371
H -0.583 -3.430 0.055
H 0.780 2.252 -1.561
H -0.748 -2.925 -2.808
H 0.898 -3.084 -2.347
H 0.262 -1.597 -3.211
H 2.555 0.331 2.547
H 1.118 1.334 2.577
H 2.450 1.749 1.476
H -1.701 0.045 1.855
H -2.017 1.824 1.874
H -2.741 0.834 0.489
H -0.321 3.771 -1.547
*
```


2) Entry from the Open Molecules 2025 dataset: a 2-piece molecular cluster, C7H12N5 overall (wB97M-V/def2-TZVPD).

Computed properties:
Gap between HOMO and LUMO (spin up / spin down)   7.3789 / 7.3840 eV
LUMO (spin up / spin down)   -3.49 / -3.49 eV

```
! RIJCOSX wB97M-V def2-TZVPD def2/J DEFGRID3
* xyz 1 1
C -1.726 0.695 0.028
C 0.449 0.334 0.050
C -0.249 -0.913 -0.044
C 1.755 -2.086 0.108
C 1.911 0.259 -0.252
C -2.666 -1.645 0.025
C -0.389 2.714 0.447
N 2.433 -1.010 0.088
N -1.562 -0.675 -0.004
N -0.454 1.271 0.089
N 0.376 -2.126 -0.097
N 2.758 1.313 -0.004
H -2.587 1.315 0.135
H 2.174 -3.031 0.157
H 1.653 -0.223 -2.030
H -2.931 -1.827 1.023
H -3.674 -1.154 -0.424
H -2.290 -2.660 -0.352
H 0.675 2.952 0.727
H -0.697 3.147 -0.464
H -1.139 3.031 1.185
H 0.081 -3.075 0.106
H 2.276 2.207 -0.252
H 3.823 1.186 -0.241
*
```


Unit: hartree. Relative energies: 1) 0.1399; 2) 0.0000.


1) Entry from the Open Molecules 2025 dataset: one molecule with the formula C5H11F2N (wB97M-V/def2-TZVPD).

Computed properties:
SMILES   CNC(C)(C)C(F)F
Gap between HOMO and LUMO   10.0255 eV
LUMO   0.97 eV

```
! RIJCOSX wB97M-V def2-TZVPD def2/J DEFGRID3
* xyz 0 1
C -0.211 2.025 -0.494
C 0.144 -0.344 -0.010
C 0.931 0.025 1.268
C 0.751 -1.624 -0.596
C -1.322 -0.692 0.287
H 0.292 2.278 0.425
H -1.317 2.028 -0.224
H -0.045 2.773 -1.255
H -0.255 0.439 -1.808
H 0.422 0.769 1.832
H 1.199 -0.871 1.881
H 1.855 0.418 0.932
H 0.761 -2.516 0.117
H 0.192 -1.919 -1.435
H 1.756 -1.413 -0.900
H -1.512 -1.657 0.697
N 0.272 0.738 -0.961
F -2.024 -0.658 -0.876
F -1.892 0.201 1.121
*
```


2) Entry from the Open Molecules 2025 dataset: one molecule with the formula C5H11F2N (wB97M-V/def2-TZVPD).

Computed properties:
SMILES   CNC(C)(C)C(F)F
Gap between HOMO and LUMO   9.8100 eV
LUMO   0.93 eV

```
! RIJCOSX wB97M-V def2-TZVPD def2/J DEFGRID3
* xyz 0 1
C -2.180 -0.193 -0.488
C 0.160 0.543 0.193
C -0.132 0.832 1.664
C 1.033 1.664 -0.520
C 0.898 -0.717 0.255
H -2.505 -0.045 0.686
H -2.047 -1.312 -0.793
H -3.150 0.244 -0.997
H -0.611 0.416 -1.736
H -0.353 -0.179 2.281
H 0.686 1.266 2.284
H -1.006 1.474 1.695
H 1.923 1.813 0.183
H 1.457 1.537 -1.449
H 0.387 2.559 -0.577
H 1.782 -0.852 0.848
N -0.961 0.579 -0.766
F 1.202 -0.945 -1.080
F 0.074 -1.694 0.671
*
```


Unit: hartree. Relative energies: 1) 0.0000; 2) 0.0532.


1) Entry from the Open Molecules 2025 dataset: one molecule with the formula C18H23N3O2S (wB97M-V/def2-TZVPD).

Computed properties:
SMILES   CCCc1cc(=O)[nH]c(SCC(=O)N(CC)Cc2ccccc2)n1
Gap between HOMO and LUMO   9.4407 eV
LUMO   0.47 eV

```
! RIJCOSX wB97M-V def2-TZVPD def2/J DEFGRID3
* xyz 0 1
C -3.763 -4.093 0.708
C -3.320 -2.648 0.890
H -2.233 -2.583 0.806
H -3.599 -2.299 1.887
C -3.960 -1.729 -0.159
C -3.505 -0.318 0.040
C -4.139 0.551 0.872
C -3.637 1.884 1.080
O -4.093 2.752 1.788
N -2.464 2.136 0.336
C -1.902 1.216 -0.471
N -2.372 0.024 -0.637
S -0.447 1.720 -1.308
C -0.093 0.264 -2.345
H -0.906 -0.438 -2.166
C 1.295 -0.313 -2.094
O 2.149 -0.179 -2.952
N 1.525 -0.972 -0.940
C 0.564 -1.214 0.113
C 0.746 -0.299 1.325
H 1.668 -0.526 1.853
H 0.779 0.743 1.017
H -0.090 -0.434 2.008
H 0.677 -2.256 0.433
H -0.447 -1.095 -0.277
C 2.864 -1.501 -0.724
C 3.685 -0.655 0.214
C 3.821 0.708 -0.020
C 4.568 1.494 0.838
C 5.195 0.925 1.934
C 5.073 -0.434 2.167
C 4.319 -1.219 1.313
H 4.224 -2.280 1.501
H 5.564 -0.884 3.018
H 5.781 1.538 2.603
H 4.666 2.553 0.648
H 3.342 1.149 -0.882
H 3.351 -1.529 -1.704
H 2.779 -2.522 -0.339
H -0.110 0.610 -3.379
H -2.055 3.059 0.427
H -5.035 0.274 1.402
H -3.666 -2.061 -1.155
H -5.046 -1.782 -0.071
H -3.478 -4.460 -0.275
H -4.843 -4.176 0.805
H -3.302 -4.728 1.460
*
```


2) Entry from the Open Molecules 2025 dataset: C18H23N3O2S as an isolated structure (wB97M-V/def2-TZVPD).

Computed properties:
Gap between HOMO and LUMO   8.0313 eV
LUMO   -0.39 eV

```
! RIJCOSX wB97M-V def2-TZVPD def2/J DEFGRID3
* xyz 0 1
C -3.925 -2.338 -0.073
C -4.737 -1.159 -0.203
C -6.084 -1.238 -0.470
C -7.063 -0.290 -0.528
C -6.611 0.847 -0.466
C -5.347 1.144 -0.014
C -4.502 0.028 0.162
N -3.066 0.354 0.142
C -2.397 1.514 0.169
O -2.738 2.543 -0.009
C -0.925 1.514 0.669
H -0.511 2.396 0.450
H -0.786 0.834 1.588
C -0.085 0.397 -0.189
C -0.047 -1.071 0.303
O -1.080 -1.713 0.918
N 1.274 -1.632 0.649
C 2.248 -0.722 0.271
N 3.581 -0.899 0.272
C 4.532 -0.121 0.034
C 5.349 0.212 1.051
C 6.486 1.142 0.879
C 7.457 0.393 -0.219
C 6.572 -0.057 -1.323
C 5.424 -0.769 -1.326
H 5.835 -1.846 -0.624
H 4.835 -1.380 -1.961
H 7.284 -0.515 -2.231
H 6.215 0.761 -1.894
H 8.348 0.851 -0.510
H 7.863 -0.514 0.149
H 7.162 1.277 1.480
H 6.293 2.018 0.288
H 5.699 -0.827 1.616
H 4.739 0.712 1.844
H 4.217 0.951 -0.526
S 1.646 0.836 -0.704
H 1.447 -2.336 1.304
H -0.608 0.269 -1.187
H -2.653 -0.391 0.581
H -4.836 2.153 0.239
H -7.444 1.943 -0.118
H -8.265 -0.469 -0.664
H -6.668 -2.472 -0.567
H -3.293 -2.191 -0.978
H -3.343 -2.506 0.804
H -4.453 -3.357 -0.316
*
```


Unit: hartree. Relative energies: 1) 0.0000; 2) 0.5830.